# C11H4Cl4NO3

A 2-piece molecular cluster, C11H4Cl4NO3 overall (ωB97M-V with the def2-TZVPD basis set, OMol25).

Properties
**Energy relative to the best compared isomer or geometry (same formula, charge and spin)**: 40.1 kcal per mole
**Max |F|**: 2.95 eV/A
**HOMO level**: -3.075 eV
**HOMO-LUMO gap**: 3.27 eV
**LUMO level**: 0.200 eV
**Total charge**: -1

The geometry in XYZ format:
```
23
Properties=species:S:1:pos:R:3:forces:R:3
Cl -0.45696 4.26573 1.16989 -0.2 0.1 -0.2
C 0.49827 2.85334 1.28539 -1.5 -1.9 0.8
C -0.06323 1.67106 1.74062 0.0 2.0 -0.9
Cl -1.71032 1.56267 2.11597 -0.1 -0.1 -0.1
C 0.74308 0.49844 2.08348 0.1 -1.6 1.4
O 0.28245 -0.44814 2.70006 1.0 1.5 -1.1
C 2.29539 0.65679 1.93218 0.2 -1.9 1.0
O 3.03421 -0.22880 2.34899 -1.1 1.5 -0.8
C 2.77743 1.94628 1.44689 -1.0 1.6 -0.9
Cl 4.46311 2.16995 1.50881 0.3 0.0 -0.2
C 1.91084 2.96365 1.05934 2.3 -1.3 1.2
Cl 2.57306 4.49338 0.64490 -0.1 -0.2 -0.2
N -0.71345 -1.02437 -0.76400 -1.3 -0.6 0.4
C -1.58480 -2.06989 -0.31203 0.3 0.7 -0.5
O -1.93703 -2.10097 0.87266 0.2 -0.1 0.3
C -2.09593 -3.02775 -1.28814 0.3 0.2 0.2
C -1.89001 -2.85085 -2.63293 0.1 0.4 0.2
C -1.19667 -1.70391 -3.06694 0.3 0.6 0.4
C -0.67662 -0.82919 -2.06332 -0.1 -0.8 -1.6
H -2.70042 -3.83286 -0.87537 0.1 0.1 -0.2
H -2.29758 -3.56665 -3.35150 0.1 0.2 0.1
H -1.05162 -1.50067 -4.13386 0.0 0.1 0.5
H -0.20319 0.10277 -2.42112 0.1 -0.4 0.2
```
Forces are in eV/Å.



# C11H6AsFN2S6Sn

C11H6AsFN2S6Sn as an isolated structure (ωB97M-V with the def2-TZVPD basis set, OMol25).

Properties
**Energy relative to the best compared isomer or geometry (same formula, charge and spin)**: 0.0 kcal per mole
**Max |F|**: 0.19 eV/A
**HOMO level**: -2.151 eV
**HOMO-LUMO gap**: 6.56 eV
**LUMO level**: 4.410 eV
**Total charge**: -2

The geometry in XYZ format:
```
28
Properties=species:S:1:pos:R:3:forces:R:3
Sn 0.70607 -1.37225 -1.75457 0.1 0.0 0.1
S -1.30902 -0.03969 -2.62560 0.0 0.1 0.0
C -2.35734 -0.07807 -1.22711 0.1 0.1 -0.1
C -3.42370 0.87931 -1.24043 -0.1 0.0 0.0
N -4.28608 1.64221 -1.28596 0.0 0.0 0.0
C -2.25270 -0.95310 -0.19996 -0.1 -0.1 0.1
S -1.04326 -2.20126 -0.05706 0.1 0.0 0.0
C -3.23930 -0.93472 0.84282 0.1 0.1 0.1
N -4.01178 -0.94587 1.69734 0.0 0.0 0.0
S 4.55953 -4.67396 -3.23156 0.1 -0.1 -0.1
As 4.62543 -3.39876 -1.60029 -0.1 0.1 0.1
S 5.16754 -1.39733 -1.67092 0.0 0.1 -0.1
S 3.12264 -3.86129 -0.01489 0.0 0.0 0.0
S 5.18041 -4.35444 0.36018 0.0 -0.1 0.0
F -2.36657 3.03521 2.59328 0.0 0.0 0.0
C -1.42213 2.39233 1.85094 0.0 0.0 0.0
C -0.82042 1.26238 2.36472 0.0 0.0 0.0
C 0.14249 0.61394 1.60558 0.0 0.0 0.0
C 0.51042 1.07289 0.33613 0.0 0.0 -0.1
C 1.48361 0.33762 -0.50308 -0.1 0.0 0.0
C -0.12056 2.23084 -0.13256 0.0 0.0 0.0
C -1.08747 2.89269 0.61105 0.0 0.0 0.0
H -1.12464 0.88560 3.33251 0.0 0.0 0.0
H 0.60418 -0.28728 1.99016 0.0 0.0 0.0
H 2.27985 -0.12297 0.08565 0.0 0.0 0.0
H 1.94528 1.00581 -1.23487 0.1 -0.1 0.0
H 0.13479 2.60409 -1.11741 0.0 0.0 0.0
H -1.59728 3.76606 0.22591 0.0 0.0 0.0
```
Forces are in eV/Å.



- Among the records above, which one has the lowest total charge?
  C11H6AsFN2S6Sn



- Which of these has the lowest HOMO-LUMO gap?
  C11H4Cl4NO3



What did the second record say?
# C11H6AsFN2S6Sn

C11H6AsFN2S6Sn as an isolated structure (ωB97M-V with the def2-TZVPD basis set, OMol25).

Properties
**Energy relative to the best compared isomer or geometry (same formula, charge and spin)**: 0.0 kcal per mole
**Max |F|**: 0.19 eV/A
**HOMO level**: -2.151 eV
**HOMO-LUMO gap**: 6.56 eV
**LUMO level**: 4.410 eV
**Total charge**: -2

The geometry in XYZ format:
```
28
Properties=species:S:1:pos:R:3:forces:R:3
Sn 0.70607 -1.37225 -1.75457 0.1 0.0 0.1
S -1.30902 -0.03969 -2.62560 0.0 0.1 0.0
C -2.35734 -0.07807 -1.22711 0.1 0.1 -0.1
C -3.42370 0.87931 -1.24043 -0.1 0.0 0.0
N -4.28608 1.64221 -1.28596 0.0 0.0 0.0
C -2.25270 -0.95310 -0.19996 -0.1 -0.1 0.1
S -1.04326 -2.20126 -0.05706 0.1 0.0 0.0
C -3.23930 -0.93472 0.84282 0.1 0.1 0.1
N -4.01178 -0.94587 1.69734 0.0 0.0 0.0
S 4.55953 -4.67396 -3.23156 0.1 -0.1 -0.1
As 4.62543 -3.39876 -1.60029 -0.1 0.1 0.1
S 5.16754 -1.39733 -1.67092 0.0 0.1 -0.1
S 3.12264 -3.86129 -0.01489 0.0 0.0 0.0
S 5.18041 -4.35444 0.36018 0.0 -0.1 0.0
F -2.36657 3.03521 2.59328 0.0 0.0 0.0
C -1.42213 2.39233 1.85094 0.0 0.0 0.0
C -0.82042 1.26238 2.36472 0.0 0.0 0.0
C 0.14249 0.61394 1.60558 0.0 0.0 0.0
C 0.51042 1.07289 0.33613 0.0 0.0 -0.1
C 1.48361 0.33762 -0.50308 -0.1 0.0 0.0
C -0.12056 2.23084 -0.13256 0.0 0.0 0.0
C -1.08747 2.89269 0.61105 0.0 0.0 0.0
H -1.12464 0.88560 3.33251 0.0 0.0 0.0
H 0.60418 -0.28728 1.99016 0.0 0.0 0.0
H 2.27985 -0.12297 0.08565 0.0 0.0 0.0
H 1.94528 1.00581 -1.23487 0.1 -0.1 0.0
H 0.13479 2.60409 -1.11741 0.0 0.0 0.0
H -1.59728 3.76606 0.22591 0.0 0.0 0.0
```
Forces are in eV/Å.



- What is the max |F| in the first record?
  2.95 eV/A